Formula: C13H32O3PdSSi
Source: the Open Molecules 2025 dataset
Level of theory: wB97M-V/def2-TZVPD

Last column: natural (NBO) charge in e.
Geometry (Å):
Pd 1.46 1.27 -2.67  0.719
C 1.26 2.66 -4.07  -0.923
H 0.40 3.34 -4.09  0.211
H 2.15 3.20 -3.73  0.200
H 1.44 2.20 -5.06  0.201
H 2.84 0.39 -3.24  -0.010
H 2.59 -0.15 -2.70  0.043
C 0.55 -2.11 -2.91  -0.623
C -0.30 -1.52 -1.81  0.276
C -1.61 -1.06 -2.40  -0.656
C -0.54 -2.54 -0.71  -0.638
O 0.47 -0.38 -1.26  -0.992
Si -0.12 0.60 -0.03  2.162
S 0.24 2.39 -0.84  -0.663
O -1.68 0.18 0.35  -0.975
C -2.51 0.13 1.54  0.293
C -2.80 1.56 2.00  -0.629
C -3.82 -0.57 1.15  -0.622
C -1.83 -0.66 2.65  -0.636
O 0.66 0.21 1.38  -0.959
C 2.00 0.51 1.85  0.278
C 2.08 1.98 2.24  -0.638
C 2.26 -0.37 3.08  -0.618
C 3.03 0.19 0.77  -0.638
H 0.03 -2.92 -3.42  0.220
H 1.48 -2.51 -2.50  0.209
H 0.82 -1.36 -3.66  0.206
H -2.11 -1.89 -2.93  0.214
H -2.31 -0.71 -1.64  0.243
H -1.48 -0.24 -3.12  0.217
H 0.42 -2.82 -0.26  0.215
H -1.19 -2.13 0.07  0.230
H -1.02 -3.44 -1.14  0.215
H -3.32 2.12 1.21  0.218
H -3.45 1.53 2.89  0.211
H -1.86 2.07 2.26  0.217
H -3.62 -1.59 0.79  0.212
H -4.47 -0.64 2.03  0.212
H -4.35 0.00 0.37  0.215
H -1.56 -1.67 2.31  0.212
H -0.93 -0.14 3.01  0.235
H -2.53 -0.76 3.50  0.207
H 1.38 2.19 3.06  0.211
H 3.10 2.19 2.60  0.208
H 1.85 2.62 1.38  0.233
H 2.21 -1.43 2.82  0.213
H 3.27 -0.16 3.46  0.208
H 1.55 -0.15 3.89  0.213
H 2.92 -0.85 0.43  0.216
H 2.92 0.87 -0.09  0.211
H 4.03 0.33 1.19  0.214

Properties
2S+1: 3
HOMO (alpha / beta), eV: -7.47 / -8.63
Kohn-Sham gap (alpha / beta), eV: 8.2 / 6.4
Charge: 0
LUMO level (alpha / beta), Eh: 0.0255 / -0.0815
ΔE to the lowest compared entry with this formula, charge and spin, eV: 0.278


Formula: C13H33AsMnN4O10P2S2Si2
Source: the Open Molecules 2025 dataset
Level of theory: wB97M-V/def2-TZVPD

Last column: natural (NBO) charge in e.
Geometry (Å):
Mn 0.14 -0.37 -0.84  0.803
N -2.48 -1.65 -3.51  -0.839
C -3.29 -1.38 -2.32  -0.648
C -4.72 -1.86 -2.41  -0.627
P -2.48 -2.18 -0.89  2.376
O -2.65 -3.77 -1.37  -1.029
O -3.13 -1.98 0.42  -1.116
O -0.98 -1.97 -0.96  -1.170
P -3.22 0.45 -1.95  2.398
O -3.17 1.07 -3.48  -1.023
O -4.45 0.92 -1.28  -1.136
O -1.88 0.76 -1.33  -1.179
H -2.30 -2.65 -3.60  0.385
H -0.93 -0.68 -3.61  0.221
H -2.94 -1.30 -4.34  0.366
H -4.75 -2.93 -2.63  0.200
H -5.27 -1.30 -3.17  0.196
H -5.18 -1.67 -1.44  0.253
H -1.81 -4.17 -1.12  0.492
H -2.25 1.21 -3.69  0.486
C 4.84 0.66 -1.36  -0.412
N 3.65 1.44 -1.14  -0.387
C 3.53 2.72 -1.69  0.120
C 2.29 3.33 -1.70  -0.374
C 1.18 2.63 -1.27  0.466
N 1.32 1.33 -0.77  -0.553
C 2.54 0.79 -0.64  0.749
O 2.68 -0.24 0.04  -0.610
N -0.11 3.18 -1.25  -0.813
H 5.69 1.34 -1.46  0.177
H 4.74 0.06 -2.28  0.248
H 4.98 0.00 -0.52  0.242
H 4.44 3.19 -2.00  0.203
H 2.18 4.34 -2.05  0.223
H -0.20 3.98 -0.64  0.387
H -0.79 2.47 -1.02  0.446
C -0.81 1.24 4.42  -1.098
Si -0.12 1.73 2.66  1.257
C 1.58 2.63 3.03  -1.099
C -1.32 3.16 2.12  -1.104
As -0.68 -0.11 1.26  -0.398
Si 0.52 -1.80 2.41  1.353
C -0.73 -2.62 3.64  -1.114
C 1.16 -3.22 1.29  -1.115
C 2.08 -1.26 3.43  -1.108
H -1.12 2.07 5.04  0.201
H -0.10 0.65 4.99  0.212
H -1.68 0.60 4.22  0.240
H 1.45 3.53 3.62  0.204
H 2.05 2.90 2.09  0.210
H 2.26 1.97 3.56  0.222
H -1.88 3.59 2.95  0.213
H -2.04 2.72 1.43  0.253
H -0.81 3.98 1.61  0.191
H -1.67 -2.73 3.11  0.252
H -0.92 -1.96 4.49  0.214
H -0.42 -3.59 4.02  0.199
H 0.39 -3.46 0.56  0.242
H 1.43 -4.13 1.81  0.204
H 2.03 -2.86 0.73  0.243
H 1.82 -0.58 4.24  0.211
H 2.75 -0.74 2.75  0.238
H 2.62 -2.10 3.85  0.205
O 2.77 -0.54 -3.43  -1.030
S 1.52 -1.21 -3.15  2.295
O 1.37 -1.59 -1.77  -0.966
O 1.22 -2.31 -4.05  -0.990
S 0.09 0.22 -3.67  -0.360

Properties
2S+1: 2
HOMO (alpha / beta), eV: -1.08 / -0.94
Kohn-Sham gap (alpha / beta), eV: 5.3 / 5.2
Charge: -2
LUMO level (alpha / beta), Eh: 0.1553 / 0.1552


Formula: C13H33B3ClN2O7PS
Source: the Open Molecules 2025 dataset
Level of theory: wB97M-V/def2-TZVPD

Last column: natural (NBO) charge in e.
Geometry (Å):
N -0.01 1.14 3.11  -1.125
B 0.14 0.91 1.59  1.269
O 0.50 -0.46 1.17  -0.881
B 1.09 -0.41 -0.21  1.279
N 2.24 -1.38 -0.57  -0.728
C 3.40 -0.65 -0.26  0.280
S 4.71 0.35 0.27  0.065
O 0.67 0.56 -1.26  -0.906
B 0.42 1.89 -0.64  0.828
P 0.77 3.54 -1.63  0.814
O -0.72 4.47 -1.77  -0.920
Cl 2.09 4.72 -0.40  -0.325
O -0.13 2.07 0.71  -0.918
H -0.90 1.70 3.20  0.391
H 0.75 1.85 3.33  0.388
H -1.27 4.15 -0.97  0.484
C -5.06 3.47 6.40  -0.645
C -4.18 3.75 5.20  -0.065
O -3.64 2.57 4.61  -0.543
C -4.58 1.64 4.07  -0.065
C -5.41 2.22 2.94  -0.644
H -4.56 2.82 7.12  0.216
H -5.33 4.41 6.90  0.217
H -5.99 2.98 6.10  0.202
H -3.32 4.35 5.53  0.188
H -4.70 4.35 4.45  0.161
H -5.23 1.25 4.87  0.164
H -4.00 0.80 3.69  0.186
H -6.09 3.00 3.29  0.204
H -6.01 1.44 2.46  0.217
H -4.76 2.67 2.18  0.210
C 1.24 -0.51 -5.12  -0.644
C 0.82 0.83 -4.54  -0.075
O 1.74 1.88 -4.82  -0.538
C 1.93 2.20 -6.20  -0.063
C 0.67 2.70 -6.88  -0.644
H 2.27 -0.75 -4.84  0.215
H 0.58 -1.30 -4.76  0.213
H 1.18 -0.50 -6.21  0.201
H 0.78 0.74 -3.45  0.200
H -0.19 1.11 -4.87  0.156
H 2.36 1.35 -6.73  0.159
H 2.68 3.00 -6.23  0.187
H -0.07 1.90 -6.98  0.200
H 0.90 3.07 -7.89  0.214
H 0.21 3.51 -6.30  0.216
C 1.67 -4.29 1.25  -0.645
C 2.06 -4.93 -0.07  -0.065
O 3.46 -5.15 -0.20  -0.539
C 4.06 -6.02 0.75  -0.064
C 3.52 -7.44 0.68  -0.644
H 2.26 -3.39 1.43  0.218
H 0.61 -4.02 1.24  0.215
H 1.83 -4.97 2.09  0.201
H 1.77 -4.26 -0.89  0.190
H 1.51 -5.87 -0.23  0.159
H 3.97 -5.61 1.76  0.161
H 5.13 -6.05 0.52  0.186
H 2.48 -7.49 1.02  0.202
H 4.11 -8.11 1.32  0.215
H 3.55 -7.82 -0.34  0.214

Properties
HOMO, eV: -8.99
Kohn-Sham gap, eV: 8.0
Structure (SMILES): NB1OB(N=C=S)OB(P(O)Cl)O1.CCOCC.CCOCC.CCOCC
Charge: 0
LUMO level, Eh: -0.0358


Formula: C13H33Cl2N2NdOP2S
Source: the Open Molecules 2025 dataset
Level of theory: wB97M-V/def2-TZVPD

Last column: Löwdin charge in e.
Geometry (Å):
C -1.65 -0.08 -3.01  0.053
C -2.12 -0.35 -1.68  -0.031
H -2.33 0.26 -3.83  0.178
H -1.05 -0.95 -3.32  0.133
H -0.93 0.75 -2.89  0.088
O -2.84 -0.61 -0.81  0.348
Cl 2.36 -0.19 -2.60  -0.201
Nd 0.95 0.06 -0.45  0.618
P 0.25 -2.62 0.14  0.620
C -0.90 -3.37 1.31  -0.280
C 0.05 -3.38 -1.50  -0.275
H 0.27 -4.45 -1.43  0.060
H 2.22 -4.05 0.52  0.070
H 0.70 -2.92 -2.25  0.030
H 2.68 -2.37 0.13  0.012
H -1.91 -3.08 1.04  0.046
H -0.97 -3.25 -1.88  0.038
C 1.97 -3.00 0.68  -0.255
H -0.81 -4.46 1.31  0.065
H 2.14 -2.74 1.73  0.030
H -0.74 -2.98 2.32  0.016
P 0.01 2.67 -0.11  0.672
C -1.11 3.33 1.13  -0.260
C 1.69 3.33 0.29  -0.285
H 0.29 2.98 -2.53  0.050
H -0.34 4.45 -1.75  0.064
H -1.39 3.04 -2.08  0.036
C -0.39 3.36 -1.75  -0.272
H 2.41 2.62 -0.14  -0.029
H 1.93 4.34 -0.06  0.070
H -1.14 4.42 1.11  0.065
H -0.83 2.98 2.13  0.041
H 1.90 3.24 1.36  0.049
H -2.11 2.93 0.95  0.045
Cl 2.92 0.40 1.04  -0.011
C 2.25 -0.76 4.36  -0.035
N 0.86 -0.47 4.76  -0.159
C 0.45 -1.17 5.99  -0.015
C -0.13 -0.14 3.88  -0.606
S -0.22 -0.39 2.15  0.546
N -1.29 0.28 4.52  -0.202
C -1.28 1.36 5.53  -0.026
C -2.50 0.18 3.71  -0.110
H 2.72 -1.26 5.22  0.096
H 2.81 0.16 4.09  0.086
H 2.24 -1.41 3.48  0.049
H 0.08 -0.51 6.76  0.081
H -0.31 -1.90 5.77  0.103
H 1.30 -1.72 6.37  0.088
H -1.76 2.24 5.11  0.088
H -1.84 1.14 6.44  0.100
H -0.28 1.65 5.81  0.096
H -2.31 0.69 2.76  0.024
H -2.72 -0.89 3.49  0.096
H -3.30 0.67 4.27  0.100

Properties
2S+1: 4
HOMO (alpha / beta), eV: -14.21 / -14.22
Kohn-Sham gap (alpha / beta), eV: 4.7 / 4.7
Charge: +2
LUMO level (alpha / beta), Eh: -0.3501 / -0.3490


Formula: C13H33CuNO5
Source: the Open Molecules 2025 dataset
Level of theory: wB97M-V/def2-TZVPD

Last column: natural (NBO) charge in e.
Geometry (Å):
Cu 0.14 -0.13 0.14  1.440
C -1.19 -1.91 3.44  -0.643
C 0.25 -1.32 3.25  -0.047
O 0.76 -1.30 1.93  -0.958
H -1.62 -1.88 4.44  0.188
H -1.12 -2.92 3.04  0.191
H -1.98 -1.40 2.88  0.204
H 1.01 -1.80 3.87  0.138
H 0.16 -0.26 3.48  0.147
C 0.29 2.72 2.57  -0.601
C -0.80 2.80 1.62  0.090
C -0.74 4.01 0.74  -0.634
O -1.07 1.57 1.02  -0.971
H 0.37 1.94 3.32  0.214
H 0.24 3.65 3.15  0.178
H 1.18 2.79 1.94  0.182
H -1.66 3.02 2.26  0.112
H -1.57 3.97 0.03  0.214
H 0.20 4.19 0.22  0.180
H -1.04 4.90 1.29  0.193
C 1.82 -2.56 -0.98  -0.266
O 0.78 -1.70 -1.38  -0.601
C 0.79 -1.39 -2.76  -0.179
C -0.39 -0.44 -2.96  -0.680
N -0.41 0.65 -1.90  -0.690
C 0.50 1.79 -1.98  -0.374
C 2.00 1.48 -1.63  -0.087
O 2.09 0.83 -0.37  -0.620
C 3.44 0.49 0.15  -0.241
H 2.80 -2.28 -1.38  0.160
H 1.73 -3.59 -1.34  0.166
H 1.99 -2.70 0.09  0.236
H 0.47 -2.31 -3.25  0.182
H 1.78 -1.07 -3.10  0.180
H -1.33 -1.00 -2.98  0.195
H -0.35 0.09 -3.91  0.169
H -1.23 1.13 -2.25  0.376
H 0.22 2.39 -1.11  0.240
H 0.39 2.51 -2.78  0.200
H 2.62 2.38 -1.65  0.173
H 2.43 0.85 -2.41  0.159
H 4.16 1.04 -0.46  0.176
H 3.60 -0.58 0.25  0.197
H 3.56 0.83 1.18  0.201
C -3.47 -2.18 -1.13  -0.712
C -2.14 -2.55 -0.44  -0.067
O -1.76 -1.35 0.18  -0.749
H -4.06 -3.04 -1.47  0.202
H -3.46 -1.56 -2.03  0.211
H -4.14 -1.65 -0.46  0.187
H -1.34 -2.87 -1.10  0.191
H -2.36 -3.35 0.27  0.158
H -2.57 -0.92 0.47  0.491

Properties
2S+1: 3
HOMO (alpha / beta), eV: 0.55 / -4.60
Kohn-Sham gap (alpha / beta), eV: 1.6 / 6.9
Charge: -1
LUMO level (alpha / beta), Eh: 0.0780 / 0.0851


Formula: C13H33F6N4O3P2RuSTe
Source: the Open Molecules 2025 dataset
Level of theory: wB97M-V/def2-TZVPD

Last column: natural (NBO) charge in e.
Geometry (Å):
Ru 1.49 1.03 -0.56  1.110
N 1.50 2.10 1.48  -0.850
C 2.22 1.60 2.67  -0.222
C 3.69 2.01 2.65  -0.412
C 4.37 1.74 1.31  -0.423
C 4.25 0.28 0.88  -0.229
N 3.39 0.15 -0.33  -0.709
H 1.78 3.06 1.30  0.409
H 0.51 2.14 1.66  0.410
H 2.11 0.51 2.69  0.184
H 1.76 1.98 3.58  0.215
H 4.20 1.49 3.46  0.234
H 3.77 3.08 2.87  0.229
H 5.41 2.04 1.37  0.248
H 3.91 2.36 0.54  0.202
H 3.80 -0.33 1.66  0.198
H 5.23 -0.14 0.67  0.222
H 3.19 -0.84 -0.49  0.402
H 3.94 0.47 -1.12  0.403
C -4.15 -0.74 3.22  -0.417
N -4.14 0.08 2.02  -0.346
C -5.39 0.58 1.43  -0.227
C -4.90 1.39 0.20  -0.234
N -3.45 1.19 0.26  -0.532
C -3.10 0.48 1.31  0.384
S -1.41 0.14 1.67  -0.033
H -4.75 -0.25 3.98  0.242
H -3.14 -0.87 3.59  0.225
H -4.60 -1.72 3.00  0.227
H -5.91 1.20 2.15  0.236
H -6.04 -0.25 1.16  0.230
H -5.15 2.44 0.26  0.242
H -5.29 0.99 -0.74  0.233
H -2.79 1.74 -0.28  0.467
C -1.95 -3.11 -3.46  -0.643
C -2.30 -2.32 -2.23  -0.054
O -1.15 -1.51 -1.79  -0.828
P -0.10 -1.94 -0.74  2.204
O 1.01 -0.94 -0.69  -1.083
Te -1.25 -2.23 1.43  0.259
O 0.36 -3.38 -1.12  -0.835
C 1.52 -4.05 -0.51  -0.061
C 2.73 -3.90 -1.39  -0.637
H -2.83 -3.67 -3.78  0.246
H -1.14 -3.81 -3.27  0.225
H -1.66 -2.44 -4.27  0.235
H -2.61 -2.96 -1.40  0.186
H -3.08 -1.60 -2.42  0.210
H 1.22 -5.09 -0.41  0.223
H 1.68 -3.64 0.49  0.184
H 2.59 -4.42 -2.34  0.243
H 3.61 -4.32 -0.90  0.246
H 2.92 -2.85 -1.62  0.200
F -0.48 1.58 -1.24  -0.572
P -0.67 3.30 -1.19  2.619
F -0.49 3.31 -2.75  -0.545
F -2.25 3.06 -1.32  -0.569
F -0.76 4.85 -1.06  -0.536
F 0.99 3.31 -1.01  -0.572
F -0.81 3.11 0.42  -0.597
C 2.09 1.11 -2.49  -0.717
H 2.87 1.86 -2.56  0.217
H 1.21 1.44 -3.05  0.230
H 2.43 0.14 -2.86  0.199

Properties
2S+1: 2
HOMO (alpha / beta), eV: -14.74 / -14.88
Kohn-Sham gap (alpha / beta), eV: 7.9 / 8.0
Charge: +2
LUMO level (alpha / beta), Eh: -0.2516 / -0.2518
ΔE to the lowest compared entry with this formula, charge and spin, eV: 0.632


Formula: C13H33N2O5S
Source: the Open Molecules 2025 dataset
Level of theory: wB97M-V/def2-TZVPD

Last column: natural (NBO) charge in e.
Geometry (Å):
C 1.70 5.97 -5.36  -0.610
C 1.87 4.45 -5.39  -0.386
C 1.69 3.82 -4.01  -0.402
C 2.88 4.04 -3.09  -0.399
C 2.69 3.34 -1.74  -0.685
S 1.41 4.11 -0.72  2.398
O 1.95 4.17 0.63  -1.031
O 1.20 5.43 -1.32  -1.044
O 0.26 3.20 -0.87  -1.063
H 2.13 6.39 -4.45  0.217
H 2.13 6.44 -6.24  0.188
H 0.64 6.20 -5.35  0.200
H 1.09 4.04 -6.04  0.186
H 2.82 4.15 -5.84  0.178
H 1.59 2.74 -4.14  0.186
H 0.79 4.21 -3.55  0.235
H 3.04 5.10 -2.89  0.220
H 3.78 3.62 -3.55  0.176
H 3.61 3.25 -1.18  0.220
H 2.32 2.33 -1.94  0.219
C -0.01 -2.10 0.11  -0.612
C -0.72 -0.76 0.32  -0.082
C -2.19 -0.79 -0.13  -0.070
O -2.39 -0.73 -1.53  -0.542
C -2.29 -1.96 -2.21  -0.243
N 0.06 0.30 -0.31  -0.829
H 0.24 -2.27 -0.94  0.193
H 0.92 -2.11 0.67  0.214
H -0.63 -2.93 0.46  0.198
H -0.73 -0.57 1.39  0.184
H -2.68 0.10 0.27  0.188
H -2.71 -1.67 0.28  0.140
H -2.66 -2.79 -1.60  0.158
H -1.26 -2.17 -2.51  0.166
H -2.89 -1.89 -3.12  0.180
H -0.32 1.22 -0.09  0.401
H -0.05 0.23 -1.32  0.350
C -1.49 -4.56 6.01  -0.613
C -0.27 -4.34 5.13  -0.080
C -0.33 -3.05 4.29  -0.073
O -1.17 -3.14 3.15  -0.548
C -2.55 -2.89 3.39  -0.247
N -0.04 -5.53 4.31  -0.829
H -2.35 -4.90 5.43  0.201
H -1.28 -5.33 6.75  0.216
H -1.77 -3.65 6.53  0.203
H 0.60 -4.22 5.79  0.185
H 0.67 -2.86 3.89  0.189
H -0.61 -2.19 4.90  0.166
H -2.69 -2.14 4.17  0.170
H -3.08 -3.81 3.67  0.160
H -2.98 -2.52 2.46  0.192
H 0.84 -5.43 3.81  0.353
H -0.75 -5.54 3.58  0.355

Properties
HOMO, eV: -4.94
Kohn-Sham gap, eV: 7.4
Charge: -1
LUMO level, Eh: 0.0891


Formula: C13H33NO2PS
Source: the Open Molecules 2025 dataset
Level of theory: wB97M-V/def2-TZVPD

Last column: natural (NBO) charge in e.
Geometry (Å):
C -1.33 -3.23 0.99  -0.608
C -0.87 -2.97 -0.47  -0.418
C 0.54 -2.28 -0.55  -0.050
O 0.78 -1.30 0.41  -0.854
P 0.65 0.37 -0.12  1.236
C -0.98 0.54 0.93  -0.832
S -2.50 0.19 -0.09  0.132
C -3.83 0.88 1.00  -0.520
C -5.08 -0.05 1.09  -0.618
C 1.74 0.85 1.37  -0.734
C 1.43 2.13 2.21  -0.205
C 0.89 3.39 1.47  -0.619
C 0.58 1.88 3.51  -0.608
C 2.24 0.25 -1.23  -0.744
C 1.91 0.23 -2.76  0.068
O 2.60 1.36 -3.39  -0.749
C 2.50 -1.06 -3.47  -0.239
N 1.47 -1.84 -4.21  -0.845
H -1.41 -2.32 1.61  0.220
H -0.69 -4.02 1.44  0.189
H -2.36 -3.67 0.94  0.188
H -1.63 -2.49 -1.10  0.205
H -0.71 -3.98 -0.92  0.175
H 0.71 -1.99 -1.60  0.164
H 1.27 -3.11 -0.34  0.148
H -0.20 -0.05 -1.22  -0.196
H 0.52 1.72 -0.63  -0.179
H -1.15 1.56 1.32  0.191
H -0.89 -0.16 1.79  0.202
H -4.10 1.89 0.63  0.195
H -3.45 1.02 2.03  0.206
H -5.65 0.24 1.99  0.192
H -5.71 0.04 0.19  0.199
H -4.77 -1.10 1.26  0.215
H 2.82 0.89 1.11  0.208
H 1.68 0.00 2.08  0.216
H 2.41 2.46 2.63  0.179
H -0.21 3.49 1.45  0.197
H 1.27 4.31 1.98  0.185
H 1.25 3.46 0.43  0.226
H -0.51 1.93 3.33  0.201
H 0.82 2.74 4.18  0.184
H 0.92 0.96 4.01  0.204
H 2.87 -0.63 -0.95  0.196
H 2.87 1.16 -1.12  0.218
H 0.83 0.37 -2.98  0.170
H 2.13 1.53 -4.20  0.448
H 3.04 -1.71 -2.75  0.183
H 3.26 -0.77 -4.22  0.184
H 0.54 -1.59 -3.87  0.354
H 1.49 -1.48 -5.16  0.336

Properties
HOMO, eV: -4.05
Kohn-Sham gap, eV: 7.2
Charge: -1
LUMO level, Eh: 0.1139


no.,largest force on an atom (eV Å⁻¹)
1,3.2
2,4.1
3,9.0
4,6.2
5,3.5
6,0.6
7,0.7
8,2.1